{"formula": "CH4N2S", "method": "ωB97M-V/def2-TZVPD", "molar_mass_g_mol": 76.12, "e_homo_ev": -8.44, "energy_ev": -14915.5928, "total_charge": 0, "smiles": "NNC=S", "orbital_gap_ev": 9.19, "species": ["C", "H", "H", "H", "H", "N", "N", "S"], "xyz": [[1.1391, -0.3291, -0.0377], [-1.8369, 0.0381, -0.6086], [-1.7091, 0.0124, 0.9104], [0.0496, 1.4332, -0.1954], [0.7520, -1.3734, -0.1170], [-1.1137, -0.2654, 0.0045], [0.0353, 0.4610, 0.0167], [2.6836, 0.0232, 0.0271]], "forces_ev_per_a": [[-1.82, -1.11, -0.13], [0.14, 0.45, -1.78], [1.97, -1.15, -1.69], [0.19, 0.68, 0.08], [0.57, 0.64, 0.18], [-4.17, 0.28, 3.91], [1.63, -0.52, -0.55], [1.49, 0.72, -0.02]], "mulliken_charge": [-0.07, 0.24, 0.25, 0.21, 0.32, -0.63, 0.03, -0.35]}

=====

{"formula": "H3O2", "method": "ωB97M-V/def2-TZVPD", "molar_mass_g_mol": 35.02, "e_homo_ev": -3.30, "energy_ev": -4143.7712, "total_charge": -1, "orbital_gap_ev": 8.84, "species": ["O", "H", "O", "H", "H"], "xyz": [[-0.7708, -0.9654, -0.3400], [-0.0979, -1.6453, -0.3846], [0.1066, 1.1952, 0.5182], [1.0065, 1.1958, 0.1467], [-0.2444, 0.2197, 0.0596]], "forces_ev_per_a": [[-0.11, 0.22, -0.21], [0.19, -0.11, 0.04], [0.71, -0.43, -0.70], [-0.42, 0.27, 0.30], [-0.37, 0.06, 0.57]], "mulliken_charge": [-1.01, 0.17, -0.82, 0.22, 0.43]}

=====

{"formula": "C16H38N3O4", "method": "ωB97M-V/def2-TZVPD", "molar_mass_g_mol": 336.50, "e_homo_ev": -10.37, "energy_ev": -29860.8080, "total_charge": 1, "orbital_gap_ev": 7.06, "species": ["O", "C", "O", "C", "C", "C", "C", "C", "C", "N", "C", "H", "H", "H", "H", "H", "H", "H", "H", "H", "H", "H", "H", "H", "H", "H", "H", "C", "C", "C", "O", "C", "N", "H", "H", "H", "H", "H", "H", "H", "H", "H", "H", "H", "C", "C", "C", "O", "C", "N", "H", "H", "H", "H", "H", "H", "H", "H", "H", "H", "H"], "xyz": [[-3.0368, -1.5265, 1.7727], [-2.2606, -0.7674, 2.1909], [-1.2801, -1.2083, 3.0368], [-2.2129, 0.6866, 1.8554], [-2.8722, 1.4890, 3.0099], [-4.2542, 2.0160, 2.5901], [-5.1527, 0.8525, 2.2146], [-5.6743, 0.1695, 3.4962], [-7.0267, -0.4789, 3.2145], [-7.4302, 0.1945, 1.9265], [-6.5281, 1.3521, 1.6473], [-1.2920, -0.6560, 3.8340], [-1.1823, 0.9884, 1.7590], [-2.7025, 0.8793, 0.9182], [-2.2617, 2.3186, 3.3270], [-3.0466, 0.8158, 3.8380], [-4.1592, 2.7474, 1.7975], [-4.6662, 2.5303, 3.4480], [-4.7862, 0.1983, 1.4355], [-4.9833, -0.3633, 4.1260], [-5.9541, 1.0310, 4.0959], [-7.0428, -1.5413, 3.0602], [-7.6566, -0.2444, 4.0563], [-8.4247, 0.4069, 1.9271], [-7.1510, -0.4927, 1.2293], [-6.5013, 1.4974, 0.5811], [-6.7499, 2.2492, 2.2037], [2.3032, -0.5426, -0.3373], [2.5383, -1.7768, -1.2049], [1.2452, -2.4953, -1.6184], [0.6511, -3.2741, -0.5966], [-0.1419, -2.5524, 0.3240], [3.4715, -2.6698, -0.5123], [2.0520, -0.7966, 0.6929], [3.2016, 0.0700, -0.2999], [1.4961, 0.0729, -0.7438], [3.0213, -1.4386, -2.1279], [1.4895, -3.2008, -2.4165], [0.5152, -1.7875, -2.0340], [-0.6583, -1.7167, -0.1628], [0.4623, -2.1841, 1.1555], [-0.8894, -3.2318, 0.7332], [3.7176, -3.4389, -1.1298], [2.9651, -3.1167, 0.2481], [6.8411, 2.1544, -2.6890], [6.2483, 0.7690, -2.4512], [5.9929, -0.0261, -3.7403], [4.8475, 0.3781, -4.4689], [5.0343, 1.4984, -5.3153], [5.0306, 0.9021, -1.6457], [6.0960, 2.8655, -3.0453], [7.2455, 2.5541, -1.7593], [7.6534, 2.1164, -3.4176], [6.9772, 0.2009, -1.8665], [5.8049, -1.0665, -3.4605], [6.8784, -0.0276, -4.3887], [6.0394, 1.5171, -5.7448], [4.8431, 2.4318, -4.7807], [4.3107, 1.4244, -6.1270], [4.7013, -0.0277, -1.4049], [4.3041, 1.2714, -2.2555]], "forces_ev_per_a": [[-2.40, -2.10, -1.44], [2.07, 1.29, 0.76], [-0.29, 0.18, 0.62], [0.34, 0.62, 0.85], [-0.60, -0.01, -1.00], [0.82, -0.55, -0.01], [-2.01, 0.30, -0.04], [-0.13, 0.78, -0.06], [1.08, 0.18, 0.53], [0.12, -0.16, 0.47], [1.61, -0.16, 0.62], [0.52, 0.01, -0.20], [0.39, 0.05, -0.10], [-0.25, -0.04, -0.40], [0.29, 0.14, 0.19], [0.19, 0.01, 0.57], [0.08, 0.08, -0.36], [-0.37, 0.25, 0.17], [0.74, -0.41, 0.23], [0.22, -0.69, -0.23], [0.12, 0.20, 0.39], [0.13, -0.45, -0.16], [-0.75, 0.11, -0.19], [-0.06, -0.10, -0.50], [-0.81, -0.01, -0.40], [-0.15, 0.36, -0.30], [-0.88, 0.15, 0.00], [-0.05, 0.16, -0.03], [-0.14, 0.01, 0.32], [0.15, -0.09, -0.24], [-0.14, 0.15, -0.06], [0.13, -0.23, 0.09], [-0.08, -0.10, -0.20], [-0.02, -0.12, -0.03], [-0.10, 0.00, 0.13], [0.00, -0.01, 0.00], [-0.06, -0.06, -0.06], [-0.01, -0.05, 0.06], [0.00, 0.06, 0.08], [0.03, 0.04, -0.01], [-0.08, 0.14, 0.00], [0.01, -0.03, -0.06], [0.10, 0.07, -0.01], [0.07, 0.08, 0.06], [0.15, 0.03, 0.03], [-0.10, 0.32, -0.16], [0.06, -0.24, 0.13], [0.10, 0.04, -0.06], [-0.21, -0.03, 0.04], [0.04, -0.18, -0.13], [-0.05, -0.05, -0.03], [-0.05, -0.02, 0.02], [-0.02, 0.00, -0.01], [-0.04, -0.09, -0.03], [-0.07, 0.01, -0.01], [0.01, 0.11, 0.00], [0.03, 0.02, 0.04], [0.13, 0.06, -0.05], [0.01, -0.06, 0.01], [0.17, -0.04, 0.09], [0.03, 0.08, 0.04]], "mulliken_charge": [-0.48, 0.47, -0.47, -0.75, -0.60, -1.23, 0.44, -0.61, -0.94, -0.03, -1.18, 0.38, 0.32, 0.45, 0.36, 0.43, 0.39, 0.51, 0.35, 0.45, 0.37, 0.36, 0.39, 0.33, 0.44, 0.41, 0.44, -1.38, 0.66, -0.97, -0.44, -0.64, -0.66, 0.28, 0.46, 0.30, 0.20, 0.40, 0.37, 0.30, 0.25, 0.31, 0.30, 0.32, -1.54, 0.28, -0.75, -0.36, -0.70, -0.66, 0.28, 0.39, 0.37, 0.44, 0.33, 0.50, 0.32, 0.25, 0.25, 0.20, 0.35]}

=====

{"formula": "C5H36O14", "method": "ωB97M-V/def2-TZVPD", "molar_mass_g_mol": 320.33, "e_homo_ev": -9.42, "energy_ev": -34428.4922, "total_charge": 0, "orbital_gap_ev": 9.31, "species": ["C", "C", "C", "C", "C", "H", "H", "H", "H", "H", "H", "H", "H", "H", "H", "O", "H", "H", "O", "H", "H", "O", "H", "H", "O", "H", "H", "O", "H", "H", "O", "H", "H", "O", "H", "H", "O", "H", "H", "O", "H", "H", "O", "H", "H", "O", "H", "H", "O", "H", "H", "O", "H", "H", "O"], "xyz": [[-1.4191, 2.1179, -2.1927], [-2.6916, 2.2228, -1.7264], [-0.3573, 2.0127, -1.1359], [1.1176, 2.5593, -1.4654], [2.1611, 1.7547, -1.5494], [-1.2052, 2.1019, -3.1983], [-3.6846, 2.3410, -2.2580], [-2.8495, 2.5919, -0.6677], [-0.5539, 2.5048, -0.0801], [-0.2485, 0.9207, -1.0109], [0.9928, 3.6539, -1.7945], [3.1435, 2.2018, -1.6203], [2.1907, 0.7806, -1.4986], [2.6184, 1.1103, 2.5876], [2.6973, -0.0555, 1.6571], [2.2700, 0.7205, 1.7780], [-0.7758, 0.6631, 2.8051], [-0.0301, 2.1824, 2.6872], [-0.8179, 1.5857, 2.9969], [-3.8388, 0.1659, 0.6890], [-4.9561, -0.3913, 0.1122], [-4.5731, 0.3344, 0.2220], [1.0923, 2.8275, 0.8190], [1.6033, 4.1668, 0.8055], [1.5587, 3.3975, 1.2832], [-3.9143, -2.4378, -0.4322], [-2.5183, -2.7730, 0.4843], [-3.0667, -2.1439, 0.0851], [-1.6251, 3.1073, 1.4731], [-2.2556, 2.9205, 2.7863], [-2.3890, 3.3738, 1.9307], [-0.7336, -0.1995, -1.8888], [-1.7240, -1.0021, -0.9005], [-0.7999, -0.7804, -1.1832], [4.4367, -0.6444, 0.1789], [3.8917, -1.9800, 0.5035], [4.0272, -1.1019, 0.8720], [-0.4726, -3.8928, 1.0863], [-0.5529, -2.9192, 2.1481], [-1.0236, -3.3053, 1.5185], [1.5702, -1.5793, 2.0217], [0.8036, -1.3776, 0.5005], [1.2762, -1.9958, 1.1207], [3.9575, -2.4214, -1.7030], [2.7481, -3.0821, -0.9051], [3.7386, -3.0417, -1.0120], [-0.1426, -2.3567, -1.8826], [0.5643, -3.5438, -2.2312], [0.0948, -2.8887, -2.7045], [-1.1283, -0.6116, 2.1373], [-2.4096, -1.1401, 2.9569], [-1.4366, -1.0222, 2.9051], [1.1392, -1.3280, -3.3192], [2.0802, -0.9910, -4.4743], [2.0445, -1.0717, -3.5819]], "forces_ev_per_a": [[-2.80, 1.03, 3.68], [-0.53, 1.88, 0.25], [2.99, 0.47, 0.84], [-3.61, 0.36, -1.34], [0.79, 5.84, -0.18], [0.69, -0.44, -2.18], [1.65, -0.55, -0.03], [0.37, -1.15, -0.97], [-0.52, -1.08, -2.26], [0.46, 1.54, 1.04], [1.22, -1.49, 0.92], [0.16, 0.14, -0.46], [-0.49, -5.11, 0.69], [-0.02, 0.07, -0.21], [2.70, -3.89, -0.94], [-2.74, 4.06, 1.10], [0.89, -0.29, 0.23], [-1.82, -2.41, 0.76], [1.72, 3.34, -0.13], [4.20, -0.77, 2.57], [-5.27, -9.59, -1.50], [0.95, 10.50, -1.09], [-2.96, -4.41, -3.57], [0.14, 2.88, -1.73], [2.98, 1.64, 5.73], [2.99, 0.09, 1.78], [1.05, -2.34, 1.01], [-3.77, 2.38, -2.75], [1.35, -0.46, -0.98], [-0.19, 0.23, -0.63], [-1.66, 0.64, 1.33], [-0.73, 1.35, -2.25], [0.58, 0.36, -0.62], [-0.44, -3.34, 2.89], [0.98, 1.24, -1.41], [-0.06, -0.35, -0.15], [-0.54, -0.72, 1.81], [1.80, -1.76, -1.27], [3.11, 2.89, 4.19], [-5.39, -1.62, -3.19], [-1.13, -0.52, -3.03], [0.76, -0.26, 1.47], [0.40, 0.75, 1.37], [-0.41, 0.29, -0.54], [1.60, 0.38, -0.46], [-1.36, -0.86, 0.77], [-0.39, 0.03, -1.55], [1.17, -1.80, 0.02], [-1.03, 1.66, 1.50], [-0.25, 0.26, -2.50], [1.06, 0.43, -0.68], [-0.96, -1.46, 2.73], [0.66, -0.31, -0.48], [-0.03, 0.33, -4.11], [-0.30, -0.14, 4.55]], "mulliken_charge": [-0.09, -0.83, 1.73, -0.59, -0.74, 0.60, 0.29, 0.14, -0.84, -0.45, 0.40, 0.22, 0.32, 0.25, 0.25, -0.40, 0.38, 0.30, -0.70, 0.25, 0.22, -0.48, 0.20, 0.36, -0.60, 0.29, 0.32, -0.57, 0.30, 0.34, -0.66, 0.29, 0.29, -0.58, 0.25, 0.41, -0.65, 0.24, 0.29, -0.56, 0.26, 0.24, -0.56, 0.32, 0.32, -0.71, 0.34, 0.33, -0.63, 0.24, 0.31, -0.64, 0.33, 0.22, -0.54]}

=====

{"formula": "C4H8FNO", "method": "ωB97M-V/def2-TZVPD", "molar_mass_g_mol": 105.11, "e_homo_ev": -8.72, "energy_ev": -10529.3815, "total_charge": 0, "smiles": "C=C(ON)[C@@H](C)F", "orbital_gap_ev": 9.62, "species": ["C", "C", "C", "C", "N", "O", "F", "H", "H", "H", "H", "H", "H", "H", "H"], "xyz": [[-1.7120, 0.8952, -0.1318], [-0.6592, 0.3290, 0.4363], [0.7932, -0.1216, -1.5246], [0.6521, 0.4752, -0.1827], [0.3806, -1.2760, 1.9137], [-0.8247, -0.4930, 1.5711], [0.8390, 1.8674, -0.2862], [-2.7069, 0.7131, 0.2893], [-1.4883, 1.6130, -0.8293], [1.6100, 0.4331, -2.1841], [-0.1916, -0.0652, -2.0068], [1.2980, -1.0980, -1.4763], [1.4424, 0.2373, 0.5606], [0.0360, -1.6564, 2.7729], [0.5315, -1.8533, 1.0780]], "forces_ev_per_a": [[-0.89, -1.62, 2.53], [-1.50, -1.65, 1.25], [2.18, 0.47, -2.17], [2.48, 1.52, 1.84], [-0.62, 2.05, -1.29], [0.79, 0.41, -1.10], [0.05, 0.71, -0.53], [0.37, 0.39, -0.35], [-0.06, 1.46, -1.84], [-1.84, -0.59, 1.49], [0.58, -0.55, -0.26], [-0.97, -0.20, 0.00], [-0.39, -0.52, -0.71], [0.15, -1.16, -0.02], [-0.33, -0.69, 1.16]], "mulliken_charge": [-1.08, 0.60, -0.95, -0.06, -0.47, -0.28, -0.33, 0.30, 0.37, 0.29, 0.32, 0.31, 0.49, 0.26, 0.24]}